[1]
Entry from OMol25: C4H8O in the gas phase in a non-equilibrium geometry (wB97M-V/def2-TZVPD).

Computed properties:
* net charge: 0
* E: -232.39675 a.u.
* frontier orbital gap: 9.62 eV
* ΔE to the lowest compared entry with this formula, charge and spin: 128.3 kJ/mol
* SMILES: C=C(C)OC
* LUMO energy: 1.0 eV
* HOMO level: -8.622 eV

Last column: Löwdin charge in e.
Geometry (Å):
C 1.74991 -1.01657 0.04168  0.05
C 0.61385 -0.33795 0.01653  -0.42
C 0.54857 1.14492 -0.02636  -0.06
O -0.59824 -1.01160 -0.10037  -0.13
C -1.84327 -0.32603 0.02756  -0.10
H 2.66920 -0.47053 -0.00597  0.05
H 1.69312 -2.08889 -0.03336  0.06
H 0.05123 1.61640 0.83048  0.09
H 0.04878 1.52269 -0.89187  0.07
H 1.60953 1.46519 -0.10504  0.09
H -1.94077 0.56830 -0.65193  0.09
H -2.62123 -1.07580 -0.24696  0.09
H -1.98069 0.00987 1.14562  0.12

***

[2]
Entry from OMol25: a molecular structure, C49H51BClF4N9O3PS2Sc in a non-equilibrium geometry (wB97M-V/def2-TZVPD).

Computed properties:
* net charge: 0
* E: -5399.57614 a.u.
* frontier orbital gap (spin up / spin down): 6.19 / 6.19 eV
* ΔE to the lowest compared entry with this formula, charge and spin: 131.2 kJ/mol
* LUMO energy (spin up / spin down): -1.2 / -1.2 eV
* HOMO level (spin up / spin down): -7.367 / -7.371 eV

Last column: Löwdin charge in e.
Geometry (Å):
Sc -0.51127 -0.55386 0.34608  0.66
O 0.06125 1.12448 -3.60227  -0.07
N 1.04243 2.01972 -3.25871  0.01
C 0.60836 3.13646 -2.85767  -0.15
C -0.76525 3.65129 -2.75154  -0.19
C -0.88665 4.94361 -3.27670  -0.04
C -2.10403 5.57871 -3.38210  -0.07
C -3.23180 4.93363 -2.90835  -0.06
C -3.12164 3.68150 -2.33614  -0.10
C -1.90764 2.99046 -2.25026  -0.23
P -2.00472 1.32791 -1.37236  1.12
C -3.30814 1.90054 -0.19021  -0.43
C -4.61348 1.43006 -0.11566  -0.13
C -5.50135 1.97612 0.80248  -0.06
C -5.10958 3.01307 1.63336  -0.08
C -3.80585 3.48629 1.56716  -0.08
C -2.91003 2.92303 0.67523  -0.14
C -2.92892 0.32875 -2.61085  -0.35
C -2.37740 -0.89775 -2.97562  -0.12
C -3.06795 -1.78635 -3.78316  -0.06
C -4.32708 -1.45489 -4.25224  -0.07
C -4.86107 -0.21141 -3.95144  -0.07
C -4.17150 0.67460 -3.14099  -0.10
H 0.56989 0.33834 -3.83677  0.10
H 1.40208 3.86469 -2.71796  0.12
H 0.00842 5.43290 -3.64288  0.11
H -2.17230 6.56443 -3.82256  0.11
H -4.19688 5.42167 -2.94850  0.11
H -4.00920 3.24591 -1.90530  0.09
H -4.93983 0.62163 -0.75203  0.08
H -6.50876 1.58407 0.86235  0.11
H -5.81266 3.44845 2.33167  0.10
H -3.48815 4.29566 2.21343  0.11
H -1.89154 3.28980 0.62221  0.09
H -1.39323 -1.17033 -2.62567  0.08
H -2.62871 -2.74740 -4.00979  0.10
H -4.89237 -2.16123 -4.84582  0.11
H -5.83540 0.07138 -4.32999  0.10
H -4.61797 1.63419 -2.92938  0.09
S 1.81843 -0.13004 -0.63131  0.63
C 2.62475 -1.55892 -0.04312  -0.80
N 3.88710 -1.70378 -0.37916  0.05
N 4.57527 -2.80872 -0.16532  0.02
C 4.16979 -4.15685 -0.06470  -0.25
C 3.00111 -4.63442 -0.65067  -0.04
C 2.69749 -5.98074 -0.57620  -0.07
C 3.55422 -6.86462 0.06765  -0.09
C 4.73089 -6.39320 0.62769  -0.09
C 5.03955 -5.04416 0.56463  -0.04
N 2.06321 -2.46403 0.78114  0.03
N 0.95079 -2.24074 1.34223  0.00
C 0.59846 -3.28741 2.23170  -0.25
C -0.68034 -3.28879 2.78374  -0.05
C -1.09184 -4.33547 3.59131  -0.07
C -0.22930 -5.38194 3.87436  -0.08
C 1.05933 -5.37239 3.35127  -0.06
C 1.47594 -4.33806 2.53871  -0.01
H 5.56409 -2.65625 -0.26712  0.14
H 2.33103 -3.96052 -1.16342  0.11
H 1.77767 -6.33355 -1.02171  0.11
H 3.30452 -7.91547 0.12938  0.10
H 5.41429 -7.07427 1.11789  0.10
H 5.95286 -4.66597 1.01018  0.11
H -1.36191 -2.48144 2.55972  0.01
H -2.10028 -4.33738 3.98483  0.11
H -0.55816 -6.21103 4.48791  0.11
H 1.74305 -6.18341 3.56722  0.11
H 2.46907 -4.33557 2.11495  0.10
S -2.73961 -0.71644 1.66406  0.65
C -3.63147 -1.43003 0.45314  -0.82
N -4.31275 -1.88248 -0.36518  0.13
O 0.32817 2.35928 0.34717  -0.15
H 0.63898 3.03272 0.96213  0.06
H 1.08692 2.13535 -0.20854  -0.04
F 0.08380 -4.34831 -0.50343  0.20
B -1.12982 -3.87722 -0.89133  -1.10
F -0.91496 -2.18099 -0.60902  -0.21
F -2.15770 -4.17273 -0.08179  0.22
F -1.33967 -3.89096 -2.22508  0.21
C -0.33255 -2.30339 7.87433  -0.04
C 0.07281 -1.57175 6.58063  -0.46
C 0.97344 -2.52412 5.78849  -0.01
C -1.20904 -1.32990 5.75480  -0.02
C 0.78029 -0.20485 6.92708  -0.41
O -0.19945 0.75034 7.33445  -0.02
C 1.82421 -0.27058 8.09564  -0.09
C 3.34488 -0.33009 7.82891  -0.14
C 3.84754 -1.62333 7.24290  -0.25
C 4.38434 -1.68173 5.96146  -0.05
C 4.78757 -2.88553 5.40304  -0.10
C 4.67341 -4.04851 6.14486  -0.67
Cl 5.15439 -5.55940 5.44939  0.67
C 4.19039 -4.01062 7.44440  -0.10
C 3.78453 -2.80144 7.98319  -0.05
C 1.48950 0.46304 5.73545  -0.04
N 0.71702 0.63507 4.52448  -0.09
C 0.91876 0.02698 3.35515  -0.13
N 0.02672 0.43780 2.47472  -0.01
C -0.72216 1.33462 3.18491  -0.21
N -0.31919 1.48676 4.41996  0.16
H -1.03123 -3.10323 7.63028  0.09
H -0.82666 -1.64788 8.59703  0.09
H 0.52900 -2.76940 8.35326  0.08
H 0.43982 -3.46220 5.63245  0.08
H 1.89180 -2.75142 6.32307  0.07
H 1.22335 -2.13429 4.80243  0.07
H -1.85582 -2.20521 5.82440  0.09
H -0.99029 -1.18665 4.69696  0.06
H -1.76959 -0.46449 6.10049  0.09
H -0.75484 0.35258 8.01404  0.10
H 1.57265 -1.09239 8.76291  0.10
H 1.65598 0.65164 8.65385  0.13
H 3.81806 -0.19493 8.80499  0.12
H 3.66464 0.50740 7.20756  0.11
H 4.49839 -0.77109 5.38372  0.12
H 5.18784 -2.92075 4.39886  0.11
H 4.13232 -4.92058 8.02577  0.11
H 3.40530 -2.77540 8.99860  0.12
H 2.36891 -0.11597 5.47255  0.11
H 1.77924 1.45650 6.08191  0.15
H 1.70941 -0.67833 3.15896  0.14
H -1.55993 1.87452 2.77429  0.10

***

[3]
Entry from OMol25: 2 unconnected molecules or ions with the total composition C4H10N2 in a non-equilibrium geometry (wB97M-V/def2-TZVPD).

Computed properties:
* net charge: 0
* E: -267.74246 a.u.
* frontier orbital gap (spin up / spin down): 8.36 / 8.58 eV
* ΔE to the lowest compared entry with this formula, charge and spin: 480.1 kJ/mol
* LUMO energy (spin up / spin down): 1.0 / 0.9 eV
* HOMO level (spin up / spin down): -7.365 / -7.687 eV

Last column: Löwdin charge in e.
Geometry (Å):
C 0.96568 1.02770 -0.70191  -0.13
C 1.07170 0.87610 0.80727  -0.13
C 0.50850 -0.18928 -0.02900  -0.31
C 0.92945 -1.59817 -0.19999  -0.10
N -2.55228 0.45449 -0.10038  -0.09
N -1.88230 -0.70467 0.08520  -0.02
H 0.24541 1.74162 -1.07860  0.08
H 1.86437 0.97604 -1.30679  0.10
H 2.04448 0.71516 1.25819  0.10
H 0.42693 1.49672 1.41502  0.09
H 0.47848 -2.22031 0.57177  0.07
H 2.01737 -1.71016 -0.13517  0.08
H 0.59645 -1.96897 -1.16830  0.07
H -2.41083 1.21792 0.56099  0.08
H -2.50866 0.76111 -1.06461  0.08
H -1.79475 -0.87530 1.08632  0.04

***

[4]
Entry from OMol25: C4H2F3INP in the gas phase in a non-equilibrium geometry (wB97M-V/def2-TZVPD).

Computed properties:
* net charge: 0
* E: -1146.96259 a.u.
* frontier orbital gap: 8.96 eV
* ΔE to the lowest compared entry with this formula, charge and spin: 0.0 kJ/mol
* SMILES: FC(F)(F)c1cc(I)[pH]n1
* LUMO energy: -0.6 eV
* HOMO level: -9.520 eV

Last column: Löwdin charge in e.
Geometry (Å):
F -2.41042 1.74549 -0.68119  0.16
C -2.29595 1.08241 0.46883  -0.60
F -3.41287 0.38614 0.64734  0.16
F -2.17855 1.98828 1.46619  0.13
C -1.01349 0.27152 0.45731  -0.32
C 0.26232 1.00537 0.38835  -0.18
C 1.27078 0.13702 0.30463  -0.82
I 3.34564 0.42978 0.30834  0.75
P 0.35746 -1.91882 0.46836  0.93
N -1.10736 -1.00311 0.40980  -0.22
H 0.18071 1.99131 0.54352  0.07
H 0.60256 -1.76472 -0.96359  -0.06